This record from the Open Molecules 2025 dataset describes CaH4N4O14 as an isolated structure at a distorted geometry. The level of theory is the ωB97M-V functional and the def2-TZVPD basis.

XYZ file:
```
23
Properties=species:S:1:pos:R:3:mulliken_charge:R:1
Ca 0.05869 -0.21252 -0.04147 2.27
O -2.06806 0.62974 0.06432 -0.61
O 0.52507 0.21491 -4.33676 -0.60
O -0.31806 -1.08801 2.06459 -0.71
O 0.32004 2.12386 0.57046 -0.49
O -1.02803 1.51631 -3.67598 -0.61
O -3.95212 0.94617 1.12356 -0.63
O -0.42623 -2.28774 3.86637 -0.63
O 3.64158 1.24475 1.20779 -0.61
O 0.25209 0.61477 -2.17478 -0.58
O 2.49823 -0.32085 0.25877 -0.66
O 4.29394 0.48785 -0.70776 -0.62
O -3.69674 -0.79688 -0.11248 -0.64
O -0.41853 -2.32389 -1.05931 -0.56
O 0.98260 -0.66094 3.75236 -0.61
N -0.04671 0.78714 -3.38170 0.70
N -3.24175 0.26726 0.36281 0.88
N 0.08311 -1.33491 3.25522 0.85
N 3.47310 0.49683 0.22977 0.87
H -0.69184 -3.13184 -0.61307 0.25
H 0.46682 2.64788 1.36208 0.23
H -0.51236 -2.51128 -1.99917 0.24
H -0.19484 2.69141 -0.01564 0.27
```

Orbital gap, Ha: 0.29205
ΔE to the lowest compared entry with this formula, charge and spin, kJ/mol: 0.0
Highest occupied orbital energy, eV: -3.244
Charge: -2
E_LUMO, eV: 4.70

---

This record from the Open Molecules 2025 dataset describes Cd3N4O12 as an isolated structure at a distorted geometry. The level of theory is the ωB97M-V functional and the def2-TZVPD basis.

XYZ file:
```
19
Properties=species:S:1:pos:R:3:mulliken_spin:R:1
Cd 0.50977 3.23488 0.60475 -0.05
Cd 1.04381 -2.27341 -1.06572 0.00
Cd -4.28616 0.53425 -0.72081 -1.00
O -0.65226 4.33288 3.90311 0.09
O -0.65987 -3.00345 -5.01185 0.19
O 1.42457 -0.32766 2.60158 0.02
O 1.39230 -1.50054 0.79024 0.00
O -2.10973 0.26396 -0.04185 0.08
O 2.69092 -1.99897 2.35021 0.01
O 0.12827 2.27028 3.93266 0.79
O -0.13636 1.19589 0.01711 -0.02
O 1.31463 -2.26578 -5.39950 0.70
O 0.34459 -2.08347 -3.52491 0.15
O -1.11440 2.68691 2.31877 0.15
O -0.57578 -0.66482 -1.12677 -0.04
N -0.86092 0.16787 -0.28331 0.00
N -0.56811 3.16284 3.39111 -0.04
N 0.29739 -2.45039 -4.67482 -0.04
N 1.81728 -1.28120 1.93992 0.00
```

Orbital gap (spin up / spin down), Ha: 0.12503 / 0.11516
Highest occupied orbital energy (spin up / spin down), eV: -18.246 / -18.034
2S+1: 2
Charge: +3
E_LUMO (spin up / spin down), eV: -14.84 / -14.90

---

This record from the Open Molecules 2025 dataset describes CdCl5O20 as an isolated structure at a distorted geometry. The level of theory is the ωB97M-V functional and the def2-TZVPD basis.

XYZ file:
```
26
Properties=species:S:1:pos:R:3:mulliken_charge:R:1
Cd -1.39437 0.13407 0.25853 1.88
Cl -3.75790 -1.07123 -0.82041 1.64
Cl 1.32512 0.56929 -2.44668 1.58
Cl 2.21422 -0.00068 2.28117 1.51
Cl -0.13396 3.34080 0.86409 1.48
Cl 0.60334 -2.87685 0.09635 1.54
O -2.69063 -1.52743 -1.70757 -0.48
O 0.33987 -3.70807 -1.12438 -0.70
O 3.30038 -0.24468 1.29849 -0.63
O 0.62649 -3.76127 1.29450 -0.65
O -0.48802 -1.90134 0.17657 -0.68
O 0.91347 -0.04460 1.49069 -0.77
O 1.52842 2.00332 -2.81136 -0.66
O -0.96879 2.07617 1.02327 -0.59
O 0.64998 3.31514 -0.47122 -0.54
O 0.00414 0.42591 -1.73913 -0.76
O -3.69335 -1.96706 0.40776 -0.57
O 1.20728 -0.07413 -3.75278 -0.70
O -3.45727 0.34191 -0.25208 -0.70
O 2.41914 -0.00942 -1.60279 -0.55
O -5.07148 -1.18647 -1.53572 -0.65
O 0.89016 3.19337 1.96927 -0.54
O 2.36717 1.37522 2.84095 -0.64
O 1.94238 -2.09133 -0.08264 -0.49
O -0.90647 4.73003 1.01457 -0.66
O 2.23068 -1.04066 3.33054 -0.66
```

Orbital gap, Ha: 0.27756
ΔE to the lowest compared entry with this formula, charge and spin, kJ/mol: 0.0
Highest occupied orbital energy, eV: -0.948
Charge: -3
E_LUMO, eV: 6.60

---

This record from the Open Molecules 2025 dataset describes CdH12O6 as an isolated structure at a distorted geometry. The level of theory is the ωB97M-V functional and the def2-TZVPD basis.

XYZ file:
```
19
Properties=species:S:1:pos:R:3:mulliken_charge:R:1
Cd 0.03804 -0.01016 -0.03156 1.21
O -0.92616 -1.51780 -1.25075 -0.48
O 0.76852 -1.73757 1.10402 -0.51
O -0.93974 1.61886 -1.11292 -0.51
O 1.71122 0.15585 -1.39426 -0.49
O -1.58488 -0.00401 1.36714 -0.52
O 1.04987 1.45570 1.29029 -0.48
H -2.40525 0.46663 1.13677 0.31
H -1.69185 -0.24074 2.30402 0.32
H -0.69981 -1.64890 -2.18733 0.31
H 2.52184 -0.37998 -1.37428 0.31
H 0.20646 -2.16197 1.77053 0.31
H 1.92585 0.91071 -1.96671 0.32
H -1.53559 -2.24308 -1.03692 0.31
H -1.66283 1.44652 -1.74050 0.32
H -0.67639 2.53919 -1.28118 0.31
H 1.51330 -2.34953 0.98741 0.31
H 0.49397 1.77581 2.01911 0.32
H 1.89343 1.92446 1.39711 0.31
```

Orbital gap, Ha: 0.48070
ΔE to the lowest compared entry with this formula, charge and spin, kJ/mol: 33.4
Highest occupied orbital energy, eV: -20.171
Charge: +2
E_LUMO, eV: -7.09

---

This record from the Open Molecules 2025 dataset describes CdH38O19 as an isolated structure at a distorted geometry. The level of theory is the ωB97M-V functional and the def2-TZVPD basis.

XYZ file:
```
58
Properties=species:S:1:pos:R:3:mulliken_charge:R:1
Cd -3.10638 -9.63569 17.49176 1.17
O -0.39254 -8.96119 20.16733 -0.57
O -1.93514 -8.15302 18.14879 -0.31
O -2.79848 -5.62442 14.93383 -0.60
O -4.36684 -12.83425 18.93740 -0.57
O -1.50930 -5.61853 18.74264 -0.59
O -6.42861 -7.46553 16.56755 -0.60
O -5.52916 -7.97840 14.16475 -0.70
O -4.74672 -8.85604 18.37941 0.04
O -0.77194 -7.52125 15.60250 -0.50
O -3.44611 -8.42685 15.81524 0.03
O -4.66459 -10.98485 16.82376 -0.46
O -1.15031 -9.26722 13.66761 -0.63
O -6.64473 -10.03697 19.96656 -0.63
O -5.72555 -7.83829 21.63672 -0.61
O -3.98808 -10.89433 14.03461 -0.43
O -1.56799 -10.64835 16.58494 -0.25
O -4.08762 -14.16862 16.21004 -0.61
O -2.90929 -10.83139 19.12181 -0.26
O -0.14147 -12.86320 17.14266 -0.64
H -7.40375 -10.31876 19.45597 0.27
H -5.46368 -9.23509 18.88786 0.23
H -0.64858 -5.41507 19.10870 0.28
H -1.49132 -8.99894 12.81442 0.28
H -0.48739 -8.91905 21.11889 0.27
H -7.03227 -6.72269 16.56848 0.27
H -2.72204 -8.17755 15.24094 0.06
H -4.19901 -8.50969 15.23000 0.13
H 0.37614 -9.51408 20.02703 0.27
H -3.39099 -10.33975 13.53244 0.22
H 0.08930 -7.40073 16.00248 0.24
H -5.62471 -8.61943 13.46034 0.27
H -5.04348 -13.03189 19.58496 0.24
H -4.15297 -11.64621 13.46565 0.25
H -1.29118 -8.30426 18.84064 0.27
H -2.13229 -6.03976 15.48148 0.30
H -1.44922 -10.68601 15.63589 0.12
H -1.74517 -7.26959 17.83305 0.20
H -0.59507 -7.99611 14.79043 0.24
H -5.17470 -7.20021 13.73461 0.31
H -5.83283 -8.67520 21.18472 0.33
H -6.45440 -10.77760 20.54229 0.28
H -4.69489 -13.97875 15.49492 0.30
H -0.37191 -13.53873 17.78046 0.32
H -6.36249 -7.71989 15.64713 0.29
H -0.96394 -11.30654 16.92869 0.23
H -6.61756 -7.50922 21.74737 0.31
H -4.26673 -13.64567 18.43961 0.26
H -0.51025 -9.94991 13.46638 0.30
H -2.32759 -10.82210 19.88193 0.26
H -5.15509 -8.15049 17.87775 0.22
H -2.12998 -5.22374 19.35511 0.30
H -5.16287 -10.75554 16.03931 0.15
H -3.49111 -11.57608 19.27395 0.32
H -5.04409 -11.81383 17.11531 0.21
H 0.57011 -12.37493 17.55675 0.30
H -2.54778 -4.70094 14.90980 0.28
H -3.27911 -13.71913 15.96402 0.30
```

Orbital gap, Ha: 0.36223
ΔE to the lowest compared entry with this formula, charge and spin, kJ/mol: 6.1
Highest occupied orbital energy, eV: -15.166
Charge: +2
E_LUMO, eV: -5.31

---

This record from the Open Molecules 2025 dataset describes CdN6O18 as an isolated structure at a distorted geometry. The level of theory is the ωB97M-V functional and the def2-TZVPD basis.

XYZ file:
```
25
Properties=species:S:1:pos:R:3:mulliken_spin:R:1
Cd 0.48215 0.36882 -0.02452 0.00
O -1.54341 -1.16685 3.50198 0.01
O 1.05435 3.44220 -3.11405 0.00
O -2.08069 3.24771 1.63134 0.02
O 1.50033 -1.22754 -1.12254 0.00
O 0.98338 1.94868 -1.70356 0.00
O -0.93783 1.87312 0.57811 0.10
O 1.49547 0.27852 1.93457 0.00
O 3.28206 -0.84942 1.70213 0.00
O 2.82784 -2.77360 -1.71671 0.00
O -2.86486 -0.79235 -0.94804 0.45
O -0.78352 2.61926 -2.71684 0.00
O 0.85176 -2.43886 -2.57743 0.00
O 2.74121 -0.58048 3.64355 0.00
O -2.90412 1.34941 1.14939 0.01
O -1.02930 -0.00994 -1.57156 0.23
O -1.04984 -1.59827 1.38369 0.02
O -2.04742 -1.37538 -2.78503 0.17
O 0.28124 -2.24794 2.89266 0.01
N -2.14904 2.17371 1.10332 0.00
N 0.40701 2.59070 -2.58001 0.00
N -1.95781 -0.73916 -1.79020 -0.03
N 1.79720 -2.03689 -1.86611 0.00
N -0.80826 -1.73198 2.55747 0.00
N 2.45221 -0.32356 2.43831 0.00
```

Orbital gap (spin up / spin down), Ha: 0.28044 / 0.12807
Highest occupied orbital energy (spin up / spin down), eV: -0.094 / 0.056
2S+1: 2
Charge: -3
E_LUMO (spin up / spin down), eV: 7.54 / 3.54

---

Record order is preserved below.
E_tot: -1952.211767 -1623.103996 -3972.102958 -625.821836 -1619.605194 -1849.723747 Ha